# 1
ORCA calculation (the ωB97M-V functional and the def2-TZVPD basis) on a structure of composition C50H45N2OsP3 at a distorted geometry.

```
! wB97M-V def2-TZVPD RIJCOSX def2/J DEFGRID3
* xyz 4 1
Os -0.330 -0.356 0.534
C -0.471 2.331 -1.700
N 0.948 2.343 -2.032
C 1.898 1.652 -1.146
P 1.402 1.186 0.573
C 0.945 2.675 1.462
C 0.586 2.522 2.808
C 0.313 3.638 3.581
C 0.394 4.910 3.019
C 0.769 5.067 1.692
C 1.051 3.953 0.913
C 2.946 0.570 1.220
C 3.281 -0.776 1.046
C 4.519 -1.236 1.462
C 5.417 -0.355 2.055
C 5.086 0.984 2.228
C 3.850 1.455 1.812
C 1.396 2.847 -3.208
C 2.672 2.458 -3.725
C 3.121 2.989 -4.900
C 2.346 3.937 -5.596
C 1.096 4.342 -5.094
C 0.620 3.814 -3.929
P -1.148 0.603 -1.494
C -2.914 0.888 -1.488
C -3.781 0.303 -2.408
C -5.137 0.597 -2.351
C -5.625 1.463 -1.381
C -4.764 2.039 -0.453
C -3.411 1.750 -0.500
C -0.533 -0.260 -2.930
C 0.465 -1.220 -2.733
C 1.057 -1.853 -3.815
C 0.645 -1.524 -5.102
C -0.335 -0.558 -5.307
C -0.922 0.084 -4.227
H -1.053 2.777 -2.500
H -0.661 2.886 -0.780
H 2.809 2.245 -1.048
H 2.191 0.695 -1.594
H 0.582 1.538 3.267
H 0.064 3.527 4.629
H 0.183 5.781 3.625
H 0.859 6.059 1.269
H 1.374 4.096 -0.112
H 2.581 -1.462 0.577
H 4.791 -2.274 1.321
H 6.382 -0.715 2.387
H 5.792 1.662 2.688
H 3.595 2.498 1.962
H 3.267 1.713 -3.217
H 4.073 2.674 -5.307
H 2.722 4.367 -6.515
H 0.526 5.098 -5.619
H -0.304 4.193 -3.516
H -3.413 -0.379 -3.163
H -5.813 0.156 -3.071
H -6.682 1.694 -1.350
H -5.150 2.721 0.294
H -2.740 2.218 0.217
H 0.788 -1.485 -1.721
H 1.822 -2.602 -3.663
H 1.090 -2.026 -5.952
H -0.646 -0.309 -6.314
H -1.681 0.838 -4.399
N -1.503 0.167 2.144
C -1.186 -0.518 3.415
C -1.485 0.078 4.619
C -1.205 -0.622 5.793
C -0.639 -1.888 5.744
C -0.332 -2.476 4.522
C -0.612 -1.789 3.346
P -0.302 -2.394 1.688
C -1.901 -2.599 0.892
C -1.932 -2.722 -0.510
C -3.149 -2.854 -1.173
C -4.327 -2.855 -0.449
C -4.305 -2.738 0.946
C -3.106 -2.607 1.618
C 0.668 -3.869 1.666
C 0.166 -5.036 1.080
C 0.897 -6.208 1.180
C 2.115 -6.215 1.849
C 2.622 -5.050 2.419
C 1.907 -3.871 2.326
H -1.525 1.175 2.312
H -2.449 -0.104 1.849
H -1.940 1.061 4.663
H -1.434 -0.168 6.748
H -0.433 -2.422 6.662
H 0.114 -3.462 4.487
H -1.013 -2.828 -1.074
H -3.167 -2.997 -2.246
H -5.275 -2.977 -0.958
H -5.231 -2.776 1.504
H -3.098 -2.550 2.700
H -0.789 -5.041 0.570
H 0.511 -7.120 0.746
H 2.673 -7.139 1.932
H 3.571 -5.069 2.939
H 2.298 -2.964 2.774
*
```

Summary:
**Largest force on an atom**: 2.230 eV Å⁻¹
**E_tot**: -85855.7853 eV
**Highest occupied orbital energy**: -17.26 eV

=====

# 2
ORCA calculation (the ωB97M-V functional and the def2-TZVPD basis) on a structure of composition C26H29N9O5S4Ti at a distorted geometry.

```
! wB97M-V def2-TZVPD RIJCOSX def2/J DEFGRID3
* xyz -1 2
Ti 0.302 0.105 1.858
N 3.202 1.810 3.940
C 1.975 1.429 4.409
S 1.277 1.891 5.893
N 1.458 0.478 3.622
N 0.220 -0.095 3.871
C -0.512 -0.333 4.919
C -1.837 -0.912 4.699
C -2.564 -1.547 5.717
C -3.829 -2.057 5.539
C -4.364 -1.956 4.237
C -3.718 -1.251 3.192
C -2.394 -0.853 3.390
O -1.753 -0.412 2.300
H 3.551 2.685 4.237
H 3.269 1.760 2.916
H -0.163 -0.084 5.908
H -2.051 -1.581 6.671
H -4.344 -2.629 6.277
H -5.344 -2.385 4.002
H -4.160 -1.245 2.149
C -1.546 4.793 1.702
C -1.240 4.215 2.986
C -0.666 2.957 2.987
N -0.413 2.342 1.807
C -0.743 2.866 0.615
C -1.313 4.162 0.505
H -1.917 5.815 1.662
H -1.438 4.799 3.866
H -0.409 2.477 3.960
H -0.441 2.384 -0.307
H -1.632 4.561 -0.441
C 3.249 1.322 -1.025
C 2.768 1.386 0.417
O 3.372 2.094 1.215
O 1.660 0.787 0.673
H 4.280 1.667 -1.102
H 2.615 1.978 -1.629
H 3.114 0.322 -1.401
C -1.907 -3.277 -0.413
N -0.997 -2.720 0.505
C 0.238 -3.130 0.593
N 0.572 -4.299 -0.064
S 1.434 -2.309 1.542
H -2.936 -3.044 -0.077
H -1.854 -4.358 -0.587
H -1.849 -2.854 -1.423
H -1.304 -1.873 1.014
H 0.064 -4.566 -0.922
H 1.554 -4.349 -0.245
N 2.411 1.126 -8.297
C 2.105 0.454 -7.088
C 1.180 -0.568 -6.995
C 1.055 -1.316 -5.815
C 1.695 -0.955 -4.657
C 2.564 0.124 -4.731
C 2.809 0.813 -5.908
S 1.501 -1.965 -3.217
O 0.463 -2.887 -3.610
O 2.809 -2.522 -2.924
N 1.123 -1.107 -1.950
C -0.132 -0.633 -1.764
S -1.218 -0.252 -3.085
C -2.473 0.174 -1.951
C -1.956 0.097 -0.695
N -0.673 -0.324 -0.577
H 1.859 0.929 -9.143
H 2.470 2.120 -8.249
H 0.629 -0.882 -7.881
H 0.343 -2.178 -5.772
H 3.198 0.375 -3.873
H 3.551 1.614 -6.003
H -3.442 0.510 -2.273
H -2.405 0.286 0.297
*
```

Summary:
**Largest force on an atom**: 2.628 eV Å⁻¹
**E_tot**: -117543.2915 eV
**⟨S²⟩**: 0.7534
**Energy above the lowest of the compared OMol25 structures with the same formula, charge and spin**: 0.818 eV
**Highest occupied orbital energy (alpha / beta)**: -5.03 / -5.16 eV